{"formula": "C30H50Cl6P2Si2W", "method": "wB97M-V/def2-TZVPD", "lumo_ev": [-0.464, -0.616], "e_above_lowest_kj_mol": 0.0, "spin_multiplicity": 3, "homo_energy_ev": [-6.62, -6.87], "e_tot_ev": -143212.872, "orbital_gap_ev": [6.2, 6.3], "species": ["W", "C", "C", "C", "Si", "C", "C", "Si", "H", "H", "H", "Cl", "C", "C", "C", "C", "H", "H", "H", "H", "H", "H", "H", "H", "H", "H", "H", "H", "C", "C", "P", "H", "H", "P", "H", "H", "C", "C", "C", "C", "C", "H", "C", "H", "H", "H", "H", "H", "H", "H", "C", "C", "H", "H", "H", "H", "H", "H", "H", "C", "C", "H", "H", "H", "H", "H", "H", "C", "C", "H", "H", "H", "H", "H", "H", "H", "C", "H", "H", "H", "Cl", "C", "C", "C", "Cl", "C", "Cl", "C", "Cl", "C", "Cl"], "coordinates": [[0.13531, -0.32176, 0.07291], [0.48794, -2.33040, 0.80854], [-0.62693, -2.37445, -0.09265], [-0.10893, -1.97024, -1.38559], [-2.33829, -2.96027, 0.41846], [1.26673, -1.65938, -1.25661], [1.65979, -1.85255, 0.13227], [3.29004, -1.57170, 0.99726], [0.45036, -2.61114, 1.85476], [-0.65487, -2.01291, -2.32272], [1.93517, -1.42497, -2.07340], [-0.11887, 1.12995, -1.82837], [3.16963, -2.32642, 2.69654], [4.72653, -2.27793, 0.04744], [-2.18093, -3.72776, 2.10691], [-3.11485, -4.20080, -0.72811], [4.63844, -3.37412, 0.05086], [5.65158, -2.00305, 0.57332], [4.79401, -1.93617, -0.99222], [2.35956, -1.90720, 3.30984], [4.12433, -2.14612, 3.20760], [3.02156, -3.41053, 2.59077], [-2.51615, -5.12163, -0.67139], [-3.18473, -3.88372, -1.77492], [-4.12472, -4.41981, -0.35178], [-1.57917, -4.64533, 2.03732], [-3.18432, -3.98884, 2.46455], [-1.71907, -3.03774, 2.82528], [3.42581, 0.31232, 1.19225], [-3.34603, -1.36123, 0.53827], [2.46808, 1.10423, -0.14189], [4.47337, 0.65227, 1.20450], [2.95206, 0.57324, 2.14954], [-2.64840, -0.14544, -0.62836], [-3.17630, -0.97559, 1.55777], [-4.42632, -1.51008, 0.39217], [-3.66128, 1.40141, -0.53466], [-3.26175, -0.88702, -2.26904], [3.62235, 0.79878, -1.61810], [2.60762, 2.93919, 0.03499], [1.28720, 3.57636, 0.47389], [2.83502, 3.29914, -0.98086], [3.75255, 3.35167, 0.95869], [3.59861, 2.97052, 1.97264], [3.79565, 4.44728, 1.01577], [4.72803, 3.00486, 0.60545], [0.49349, 3.44671, -0.26763], [1.43027, 4.65404, 0.63134], [0.95581, 3.14442, 1.42783], [3.65105, -0.29685, -1.70157], [5.04884, 1.30865, -1.39771], [3.09863, 1.36251, -2.93982], [5.51332, 0.95149, -0.47476], [5.08219, 2.40524, -1.40568], [5.68592, 0.96368, -2.22549], [2.12144, 0.95649, -3.20819], [3.80463, 1.10218, -3.74229], [3.02264, 2.45615, -2.91259], [-2.76213, -1.86545, -2.30945], [-2.83864, -0.08422, -3.49962], [-4.77490, -1.10934, -2.32476], [-5.17284, -1.68742, -1.48617], [-5.01962, -1.66872, -3.24014], [-5.31250, -0.15428, -2.38135], [-1.75475, 0.02577, -3.57074], [-3.28984, 0.91548, -3.50495], [-3.18613, -0.60818, -4.40225], [-2.88315, 2.54851, 0.11439], [-5.00459, 1.19343, 0.16062], [-3.84760, 1.66431, -1.58797], [-4.86865, 0.88577, 1.20238], [-5.63143, 0.44829, -0.33812], [-5.55755, 2.14215, 0.16053], [-2.58549, 2.27286, 1.13571], [-3.52472, 3.43741, 0.18699], [-1.98119, 2.81116, -0.44496], [-0.52001, 4.13100, -5.04831], [-0.25130, 3.31876, -5.72776], [-1.57325, 4.37289, -4.88705], [0.25221, 4.82167, -4.70127], [1.60484, 2.12509, 3.38229], [0.81750, 0.57538, 3.38750], [-0.16178, 0.21699, 2.38855], [-1.34129, -0.04932, 3.11754], [-2.83651, 0.84456, 2.86420], [-1.35945, -0.82171, 4.30262], [-2.78707, -1.61971, 4.81684], [-0.16830, -0.90550, 5.05355], [-0.05026, -1.87764, 6.44750], [0.93468, -0.12042, 4.61738], [2.24206, 0.18081, 5.69296]], "forces_ev_per_angstrom": [[-1.416, 5.729, -1.818], [0.198, -1.999, -0.190], [0.848, -1.736, 0.300], [-0.555, -0.600, 0.254], [-0.123, 0.750, 0.381], [0.647, -0.138, 0.445], [0.020, -1.625, 0.377], [-0.369, 0.709, 0.319], [-0.052, 0.154, -0.072], [0.069, 0.330, 0.282], [-0.157, 0.213, 0.129], [-0.129, 1.052, -0.674], [0.153, -0.235, -0.072], [0.122, -0.255, 0.045], [0.069, -0.134, -0.086], [0.132, -0.247, -0.112], [0.134, 0.225, -0.071], [-0.104, -0.117, -0.197], [0.006, -0.083, 0.247], [0.235, -0.091, -0.236], [-0.202, -0.122, 0.075], [0.062, 0.179, 0.204], [-0.242, 0.113, -0.144], [-0.013, -0.124, 0.224], [0.213, -0.009, -0.155], [-0.135, 0.174, 0.141], [0.205, 0.000, 0.093], [-0.124, -0.280, -0.199], [0.677, 0.023, -0.096], [-0.449, -0.261, 0.023], [-0.122, -0.904, 0.501], [-0.289, -0.099, 0.245], [0.303, -0.155, -0.399], [0.371, -0.660, 0.673], [-0.213, -0.326, -0.603], [0.264, -0.041, 0.231], [0.095, 0.278, -0.143], [0.536, 0.154, 0.267], [-0.499, -0.136, 0.181], [-0.181, 0.305, -0.169], [-0.241, 0.133, 0.206], [-0.052, -0.114, 0.216], [0.191, 0.177, 0.132], [0.101, 0.102, -0.204], [-0.030, -0.166, -0.016], [-0.178, 0.030, 0.120], [0.163, -0.088, 0.073], [0.015, -0.150, -0.056], [-0.056, 0.299, -0.645], [0.052, 0.234, 0.008], [0.212, -0.015, -0.049], [-0.037, -0.178, -0.247], [-0.092, 0.063, -0.115], [-0.018, -0.225, -0.004], [-0.188, 0.071, 0.137], [0.099, 0.120, 0.090], [-0.104, 0.099, 0.171], [-0.030, -0.189, -0.005], [-0.144, 0.179, -0.023], [0.154, -0.139, -0.230], [-0.159, -0.102, -0.054], [0.076, 0.110, -0.096], [0.097, 0.144, 0.176], [0.121, -0.195, 0.019], [-0.161, 0.061, 0.052], [0.118, -0.156, 0.005], [0.016, 0.141, 0.173], [0.091, 0.201, 0.272], [-0.268, 0.090, 0.059], [0.038, -0.044, 0.232], [-0.078, 0.051, -0.203], [0.118, 0.103, 0.142], [0.084, -0.149, 0.013], [-0.021, 0.365, -0.685], [0.104, -0.123, -0.087], [-0.132, -0.094, 0.004], [-0.017, 0.167, -0.248], [-0.118, 0.327, 0.373], [0.494, -0.149, -0.011], [-0.357, -0.358, -0.099], [0.385, -0.344, -0.257], [-0.170, -1.527, 1.235], [-0.166, 1.755, -0.640], [-0.072, -0.931, 0.751], [0.202, -0.564, -0.096], [1.407, 0.550, 0.340], [-0.226, 0.140, 0.301], [0.155, 0.166, -1.360], [-0.042, -0.241, 0.305], [-1.434, 0.419, -0.436], [0.112, -0.067, 0.061]], "mulliken_spin": [0.705, 0.140, -0.085, -0.023, 0.005, -0.018, -0.073, 0.001, 0.030, 0.002, 0.004, 0.014, 0.001, 0.002, 0.002, 0.001, 0.000, 0.000, 0.000, -0.001, 0.000, 0.000, 0.000, 0.000, 0.000, 0.001, 0.000, -0.002, 0.003, -0.001, 0.033, 0.000, 0.005, 0.028, 0.005, -0.001, -0.025, -0.004, -0.004, -0.030, 0.035, 0.000, 0.002, 0.000, 0.000, 0.000, -0.002, 0.001, -0.001, 0.003, 0.000, 0.008, 0.000, 0.000, 0.000, 0.005, 0.000, -0.001, 0.003, 0.004, -0.001, 0.000, 0.000, 0.000, 0.005, -0.001, 0.000, 0.025, 0.002, 0.000, 0.000, 0.000, 0.000, 0.001, 0.001, -0.001, 0.912, 0.035, 0.026, 0.026, 0.005, 0.165, -0.107, 0.170, 0.004, -0.067, -0.004, 0.100, 0.011, -0.068, -0.005]}